# 1
{
  "formula": "C3H9NO",
  "method": "wB97M-V/def2-TZVPD",
  "species": ["C", "C", "C", "N", "H", "H", "H", "H", "H", "H", "H", "H", "H", "O"],
  "positions_angstrom": [[0.892, -1.125, -1.415], [-0.001, -0.316, -0.508], [-1.458, -0.699, 1.195], [-0.287, -1.126, 0.740], [1.326, -1.975, -0.873], [1.811, -0.514, -1.741], [0.409, -1.584, -2.297], [0.611, 0.485, 0.016], [-0.933, 0.145, -0.833], [-1.646, 0.217, 1.828], [-2.329, -1.239, 0.664], [0.985, 2.298, 1.571], [0.517, 2.847, 0.403], [0.104, 2.587, 1.249]],
  "atomic_forces_ev_per_a": [[1.5, 0.1, -1.3], [1.6, -0.2, 2.0], [1.8, -2.0, -2.6], [-3.1, 2.4, 2.2], [-0.3, 0.3, 0.1], [-1.5, -0.7, 0.1], [0.1, 0.5, 0.3], [-0.8, -0.4, -1.4], [0.2, -0.1, -1.0], [0.2, -1.3, 0.6], [0.2, 1.4, 0.9], [-0.9, -0.2, 1.0], [-1.3, 0.3, -0.2], [2.1, -0.1, -0.7]],
  "nbo_charge": [-0.63, -0.21, 0.17, -0.64, 0.23, 0.20, 0.21, 0.19, 0.18, 0.16, 0.12, 0.46, 0.46, -0.92],
  "homo_lumo_gap_ev": 6.95,
  "lumo_energy_ha": -0.011,
  "de_lowest_kcal_mol": 118.2,
  "total_energy_ev": -6789.9293,
  "charge": 0,
  "smiles": "C=NCC.O"
}

***

# 2
{
  "formula": "C3H9NO",
  "method": "wB97M-V/def2-TZVPD",
  "species": ["C", "C", "C", "H", "H", "H", "H", "H", "H", "H", "H", "H", "N", "O"],
  "positions_angstrom": [[-0.936, 0.395, -1.978], [-0.254, -0.396, 0.030], [0.931, -0.478, 0.996], [-0.948, 1.533, -2.474], [-2.122, -0.097, -1.551], [-0.332, -0.510, -2.804], [-0.354, -1.337, -0.482], [-1.189, -0.333, 0.643], [0.747, -1.300, 1.847], [1.759, -0.735, 0.341], [-0.029, 1.233, 1.876], [1.666, 0.456, 2.747], [1.111, 0.910, 1.693], [-0.050, 0.657, -0.883]],
  "atomic_forces_ev_per_a": [[0.0, 0.2, -1.6], [0.4, -0.3, 2.0], [-1.2, 0.3, 1.6], [-0.6, -3.5, 0.7], [3.7, 1.8, -1.6], [-2.2, 2.8, 2.5], [0.2, -0.6, -0.5], [0.3, 0.6, -0.6], [0.3, 1.5, -2.3], [0.7, 0.1, 0.6], [4.3, -1.3, 0.1], [-2.7, 2.5, -3.7], [-1.3, -2.9, 3.1], [-1.7, -1.3, -0.3]],
  "nbo_charge": [-0.29, -0.09, -0.24, 0.22, 0.19, 0.18, 0.18, 0.16, 0.18, 0.20, 0.35, 0.35, -0.82, -0.55],
  "homo_lumo_gap_ev": 10.39,
  "lumo_energy_ha": 0.032,
  "de_lowest_kcal_mol": 121.2,
  "total_energy_ev": -6789.7985,
  "charge": 0
}

***

# 3
{
  "formula": "C3H9NO",
  "method": "wB97M-V/def2-TZVPD",
  "species": ["C", "C", "C", "N", "H", "H", "H", "H", "H", "H", "H", "H", "H", "O"],
  "positions_angstrom": [[-0.123, -1.761, 0.058], [-0.866, -0.650, 0.862], [0.996, 0.688, 1.240], [-0.202, 0.751, 0.635], [-0.768, -2.547, -0.343], [0.464, -1.236, -0.727], [0.445, -2.389, 0.753], [-0.958, -0.836, 1.907], [-1.875, -0.572, 0.474], [1.504, -0.216, 1.616], [1.634, 1.670, 1.283], [-0.086, 1.899, -2.468], [-0.323, 0.908, -1.498], [0.166, 1.050, -2.299]],
  "atomic_forces_ev_per_a": [[-0.1, 0.2, 0.8], [0.2, 0.9, -2.3], [-2.0, 2.7, -2.3], [3.5, -2.7, 3.4], [-0.4, 0.6, -0.4], [-0.2, -0.9, 0.5], [0.8, 0.6, -0.2], [0.2, -0.2, 0.8], [-0.2, 0.2, 0.0], [-0.7, 0.3, 0.1], [-1.2, -1.9, -0.2], [-0.8, 3.8, -1.2], [-0.2, -0.5, 1.0], [1.0, -3.1, 0.2]],
  "nbo_charge": [-0.65, -0.26, -0.07, -0.42, 0.22, 0.23, 0.21, 0.19, 0.20, 0.17, 0.18, 0.46, 0.47, -0.93],
  "homo_lumo_gap_ev": 11.05,
  "lumo_energy_ha": 0.026,
  "de_lowest_kcal_mol": 53.1,
  "total_energy_ev": -6792.7511,
  "charge": 0,
  "smiles": "C=NCC.O"
}